Record 1
Molecular formula: C37H65BrN6O2PSi3Ti
Method: DFT, ωB97M-V/def2-TZVPD

```
116
Properties=species:S:1:pos:R:3:lowdin_charge:R:1
Ti 13.8464 12.5178 11.6149 0.88
C 12.7581 10.5704 15.3882 -0.18
Si 14.4966 11.1436 15.7474 0.50
C 15.6876 9.6975 15.4066 -0.18
C 14.5011 11.1898 17.6084 -0.21
C 15.1239 12.6877 14.8245 -0.18
C 16.3212 12.5908 14.0909 -0.38
C 17.5567 12.6484 14.7831 -0.04
C 18.7406 12.7342 14.1051 -0.06
C 18.6774 12.6457 12.6874 -0.07
C 17.4677 12.3872 12.0790 -0.12
N 16.2847 12.3896 12.7429 0.09
Si 14.3272 14.3301 14.8737 0.22
C 12.6006 15.1110 14.9601 -0.19
C 15.7919 15.5979 14.9118 -0.16
C 14.1101 14.4637 16.7692 -0.27
H 12.3611 9.8510 16.1072 0.04
H 12.8228 10.0585 14.4061 0.02
H 12.0144 11.3458 15.1975 0.02
H 15.2925 8.7400 15.7806 0.03
H 16.6918 9.8540 15.8883 0.04
H 15.9345 9.5599 14.3408 0.00
H 14.2165 10.1630 17.9988 0.05
H 13.8168 11.8948 18.0623 0.01
H 15.4661 11.4231 18.0430 0.02
H 17.5198 12.7292 15.8662 0.12
H 19.6804 12.8445 14.6260 0.10
H 19.5904 12.7901 12.0993 0.10
H 17.4443 12.1165 11.0255 0.09
H 11.8662 14.7344 15.6932 0.02
H 12.0768 15.1170 14.0135 -0.01
H 12.6601 16.1978 15.2816 0.05
H 16.4609 15.4933 14.0665 0.01
H 16.4163 15.5848 15.8447 0.04
H 15.2976 16.5760 14.8435 0.03
H 13.2478 13.9121 17.2217 0.02
H 13.9560 15.5000 17.0630 0.02
H 15.0217 14.0635 17.2262 0.01
O 14.4596 14.7340 13.0879 -0.33
O 13.3784 14.1240 12.2603 -0.40
Br 13.6108 15.2845 6.5045 0.67
C 14.6147 14.1706 7.6475 -0.73
C 15.5104 13.2379 7.1152 -0.20
C 15.9585 12.1233 7.8585 -0.11
C 15.5041 12.0286 9.1510 -0.18
N 14.6938 13.0449 9.6973 -0.11
C 14.2773 14.1305 9.0141 -0.21
H 15.7856 13.4627 6.0979 0.06
H 16.5873 11.4026 7.3565 0.09
H 15.7669 11.2758 9.9014 0.07
H 13.5966 14.8417 9.4998 0.10
C 13.9909 6.7013 13.1390 -0.18
Si 14.9992 7.6086 11.8545 0.42
C 14.3948 7.1311 10.1468 -0.19
C 16.8348 7.3176 12.0515 -0.19
C 14.4348 9.3911 12.0492 -0.19
C 14.2063 10.6120 12.0778 -0.22
H 14.2035 5.6501 13.2797 0.02
H 12.9432 6.7353 12.7904 0.02
H 13.9408 7.1451 14.1170 0.01
H 14.3731 6.0363 10.0413 0.03
H 15.0676 7.5297 9.3412 0.05
H 13.3967 7.5017 9.9504 -0.01
H 17.0856 6.2912 11.7690 0.02
H 17.1969 7.5134 13.0681 0.03
H 17.3662 8.0190 11.3751 0.04
N 12.0943 12.1774 11.2834 -0.26
P 10.8129 11.5457 10.6354 0.64
N 9.5905 12.6774 10.4023 -0.23
C 8.2757 12.3102 9.8065 -0.19
C 7.1978 13.3626 10.0886 -0.19
C 7.5824 14.7178 9.4539 -0.19
C 9.0865 14.9812 9.6674 -0.17
C 9.7450 14.0911 10.7621 -0.19
N 11.1585 10.8101 9.1823 -0.18
C 11.9642 9.5851 8.8841 -0.19
C 11.2806 8.7739 7.7948 -0.18
C 11.0984 9.6005 6.5142 -0.22
C 10.3962 10.9036 6.7482 -0.21
C 11.0094 11.6181 7.9504 -0.20
N 10.1154 10.4131 11.7083 -0.18
C 9.1761 10.8729 12.8281 -0.17
C 9.3422 10.0889 14.1534 -0.16
C 9.5014 8.5527 14.0073 -0.19
C 9.3386 8.1711 12.5561 -0.21
C 10.2409 8.9311 11.5852 -0.20
H 8.0194 11.3090 10.1546 0.10
H 8.3964 12.2220 8.6932 0.11
H 6.9496 13.4795 11.1342 0.10
H 6.2643 13.0216 9.6154 0.11
H 6.9976 15.5277 9.9025 0.10
H 7.3487 14.7178 8.3951 0.10
H 9.2743 16.0091 10.0511 0.11
H 9.6648 14.8938 8.7344 0.11
H 9.2083 14.2358 11.7490 0.13
H 10.8168 14.3133 10.8999 0.10
H 12.1451 8.9538 9.7657 0.07
H 12.9587 9.9544 8.5189 0.13
H 10.3634 8.3465 8.1715 0.10
H 11.9411 7.9429 7.5548 0.11
H 10.4822 9.0463 5.7824 0.11
H 12.0700 9.7798 6.0042 0.12
H 9.3184 10.7132 6.9253 0.11
H 10.5406 11.5784 5.8806 0.12
H 10.4781 12.5380 8.1994 0.09
H 12.0646 11.8254 7.6231 0.13
H 8.1451 10.7655 12.4294 0.10
H 9.3440 11.9501 13.0037 0.11
H 8.4662 10.3456 14.7455 0.10
H 10.1774 10.5445 14.7340 0.08
H 8.7705 8.0296 14.6268 0.10
H 10.4970 8.2498 14.3562 0.10
H 8.2850 8.2551 12.2216 0.12
H 9.5173 7.0847 12.4402 0.11
H 9.9788 8.6129 10.5615 0.10
H 11.3160 8.6823 11.7816 0.11
```

As for the electronic energy: -178537.855 eV. The calculation puts the energy above the lowest of the compared OMol25 structures with the same formula, charge and spin at 0.7520 eV. For the gap between HOMO and LUMO (alpha / beta), the calculation gives 4.4 / 6.6 eV. Its total charge is -1. For the HOMO energy (alpha / beta), the calculation gives -2.21 / -4.42 eV. As for the multiplicity: 3. Its expectation value of S² is 2.02.

---

Record 2
Molecular formula: C37H65FN5O34S10
Method: DFT, ωB97M-V/def2-TZVPD

```
152
Properties=species:S:1:pos:R:3:lowdin_charge:R:1
C 5.4243 -2.7050 -0.4426 -0.09
C 4.5216 -3.1624 0.7383 -0.24
C 3.0866 -3.6258 0.3097 -0.19
C 2.1540 -3.4539 1.5430 -0.15
N 0.8856 -2.7224 1.3398 0.04
N 0.9414 -1.6850 0.4393 0.05
C 0.3612 -1.7403 -0.7241 -0.37
N -0.3864 -2.8541 -1.1200 -0.37
S 0.5038 -3.9725 -2.1323 0.86
C -1.7289 -2.4795 -1.6473 -0.32
C -2.6482 -2.1947 -0.4320 -0.05
C -4.1340 -2.4825 -0.7485 -0.32
O -4.4978 -3.4067 -1.4396 0.13
C -5.1404 -1.5349 -0.0980 -0.16
C -6.1208 -1.9700 0.7889 0.00
C -6.9582 -1.0099 1.3500 -0.05
C -6.8598 0.3438 1.0403 -0.06
C -5.8811 0.7769 0.1404 -0.06
C -5.0372 -0.1796 -0.4085 -0.06
C -1.7159 -1.3373 -2.6900 -0.05
C -0.8726 -0.1815 -2.0803 -0.39
N -0.8101 0.9735 -2.9677 -0.08
C -2.1722 1.5498 -3.1378 -0.04
C -0.0430 2.0837 -2.3709 -0.47
C -0.0783 2.4235 -0.8741 0.02
O 0.6443 2.7416 -3.1144 0.11
N 0.4372 -0.6200 -1.5848 -0.34
S 1.6401 -0.8089 -2.8196 0.91
C 1.6826 -0.4682 0.8611 -0.29
C 1.7368 -0.2899 2.3858 0.02
F 2.9348 -0.5110 0.2928 0.04
H 4.8771 -2.4529 -1.3602 0.07
H 5.9991 -1.8367 -0.0899 0.05
H 6.1818 -3.4843 -0.6030 0.07
H 4.4543 -2.3263 1.4560 0.08
H 4.9515 -4.0124 1.2914 0.12
H 3.1798 -4.7052 0.1066 0.11
H 2.7456 -3.1527 -0.6192 0.05
H 2.7135 -2.9998 2.3737 0.10
H 1.8741 -4.4585 1.8988 0.13
H 0.0677 -3.3036 1.2075 0.14
H -0.4563 -4.8601 -2.4928 -0.09
H -2.1388 -3.3873 -2.1176 0.13
H -2.5819 -1.1571 -0.0736 0.11
H -2.3606 -2.8635 0.3982 0.14
H -6.2282 -3.0203 1.0611 0.13
H -7.7298 -1.2940 2.0682 0.10
H -7.5200 1.0904 1.4854 0.10
H -5.7385 1.8261 -0.1197 0.11
H -4.2661 0.1434 -1.1176 0.09
H -1.3653 -1.6335 -3.6897 0.13
H -2.7651 -1.0229 -2.8181 0.12
H -1.4555 0.1334 -1.1812 0.13
H -2.7828 0.9752 -3.8422 0.10
H -2.0645 2.5743 -3.5172 0.10
H -2.6767 1.6392 -2.1499 0.09
H -0.8260 1.8767 -0.2853 0.08
H -0.2637 3.5033 -0.8109 0.07
H 0.9425 2.2603 -0.4936 0.09
H 2.8402 -0.6008 -2.2143 -0.10
H 1.1834 0.4322 0.4858 0.12
H 2.5734 -0.8663 2.7988 0.08
H 0.7629 -0.5573 2.8138 0.10
H 1.9375 0.7767 2.5692 0.09
C 8.5164 0.4656 -2.3406 -0.15
C 8.7632 1.1310 -1.0016 -0.15
O 8.7323 0.0570 -0.0496 -0.20
S 9.3018 -1.2823 -0.7436 0.63
O 10.6641 -1.4209 -0.4083 -0.23
O 8.3432 -2.3160 -0.5590 -0.23
O 9.2236 -0.7765 -2.2692 -0.19
H 7.4563 0.2468 -2.4871 0.14
H 8.8798 1.0614 -3.1745 0.14
H 8.0093 1.8773 -0.7613 0.13
H 9.7540 1.5890 -0.9627 0.13
C 0.5961 6.2274 -1.6734 -0.17
C 0.0993 6.9511 -2.9059 -0.16
O -1.0175 7.7191 -2.4456 -0.19
S -0.7622 8.1747 -0.9233 0.61
O -0.2541 9.4957 -0.9225 -0.21
O -1.8863 7.7915 -0.1501 -0.22
O 0.4541 7.1670 -0.6064 -0.18
H -0.0245 5.3602 -1.4466 0.10
H 1.6334 5.9149 -1.7687 0.14
H -0.2030 6.2694 -3.6969 0.14
H 0.8525 7.6419 -3.2913 0.14
C -10.3068 2.8005 0.6548 -0.16
C -11.8035 2.7641 0.8758 -0.16
O -12.0216 1.5986 1.6798 -0.18
S -10.7622 1.3724 2.6469 0.61
O -11.0642 1.9214 3.9164 -0.20
O -10.2955 0.0418 2.4768 -0.23
O -9.7419 2.3676 1.8988 -0.20
H -10.0020 2.0959 -0.1225 0.13
H -9.9493 3.7955 0.4009 0.14
H -12.3610 2.6974 -0.0547 0.14
H -12.1435 3.6349 1.4411 0.14
C 13.3267 1.7181 -3.5288 -0.16
C 14.6176 1.0116 -3.1669 -0.16
O 14.2547 0.1035 -2.1205 -0.17
S 12.7460 -0.4029 -2.3553 0.64
O 12.7985 -1.6650 -3.0062 -0.22
O 11.9959 -0.1979 -1.1780 -0.24
O 12.3158 0.7058 -3.4426 -0.19
H 13.0871 2.5030 -2.8080 0.13
H 13.3538 2.1426 -4.5296 0.14
H 15.3883 1.6983 -2.8265 0.14
H 14.9982 0.4267 -4.0077 0.14
C -10.2509 -2.9335 5.4434 -0.16
C -10.1822 -2.7335 3.9490 -0.17
O -9.1790 -3.6606 3.5040 -0.20
S -9.2071 -4.9636 4.4472 0.60
O -9.9686 -5.9720 3.8046 -0.22
O -7.8893 -5.1966 4.9198 -0.23
O -10.0904 -4.3472 5.6370 -0.18
H -9.4273 -2.4255 5.9511 0.14
H -11.1948 -2.5942 5.8591 0.10
H -9.9154 -1.7182 3.6760 0.09
H -11.1276 -2.9999 3.4705 0.14
C 6.5417 0.3569 3.0982 -0.15
C 6.9733 1.6131 3.8245 -0.15
O 6.4312 2.6868 3.0424 -0.18
S 5.0485 2.2214 2.3819 0.59
O 3.9769 2.6852 3.1888 -0.22
O 5.1114 2.4662 0.9862 -0.22
O 5.2125 0.6405 2.6346 -0.21
H 7.1729 0.1623 2.2278 0.12
H 6.5408 -0.5166 3.7457 0.14
H 8.0538 1.7011 3.8992 0.14
H 6.5350 1.6668 4.8235 0.14
C 10.7293 -3.0667 -6.1383 -0.15
C 11.1479 -1.8902 -5.2851 -0.18
O 10.6398 -0.7396 -5.9792 -0.19
S 9.2747 -1.1313 -6.7251 0.60
O 8.1826 -0.7282 -5.9093 -0.23
O 9.3812 -0.7501 -8.0851 -0.21
O 9.4193 -2.7271 -6.6147 -0.18
H 11.3866 -3.1868 -7.0024 0.14
H 10.7015 -3.9964 -5.5753 0.14
H 12.2219 -1.8227 -5.1670 0.12
H 10.6775 -1.9269 -4.3023 0.12
C -15.3438 1.0805 6.4014 -0.16
C -15.2671 1.2799 4.9028 -0.16
O -14.2653 0.3544 4.4672 -0.20
S -14.3005 -0.9483 5.4068 0.61
O -15.0581 -1.9552 4.7613 -0.20
O -12.9861 -1.1814 5.8892 -0.22
O -15.1866 -0.3300 6.5928 -0.18
H -14.5227 1.5881 6.9123 0.14
H -16.2905 1.4169 6.8169 0.14
H -14.9942 2.2963 4.6307 0.14
H -16.2090 1.0143 4.4170 0.14
```

As for the electronic energy: -227540.569 eV. For the gap between HOMO and LUMO, the calculation gives 7.6 eV. Its total charge is +1. For the HOMO energy, the calculation gives -11.55 eV. As for the multiplicity: 1.